[1]
ORCA calculation (the ωB97M-V functional and the def2-TZVPD basis) on C25H29N3O3S in the gas phase.

SMILES string: COc1cccc(/C=C2/Sc3ccc(C(=O)NCCN4CCCCCC4)cc3NC2=O)c1

The geometry in ORCA input format:
```
! wB97M-V def2-TZVPD RIJCOSX def2/J DEFGRID3
* xyz 0 1
C -2.94657 -3.35113 -3.67660
H -3.28319 -4.38645 -3.64595
O -2.99349 -2.97452 -5.03166
C -2.47545 -1.76606 -5.38244
C -2.40813 -1.50595 -6.75306
C -1.90174 -0.30433 -7.20388
C -1.44960 0.64625 -6.30710
C -1.48998 0.39096 -4.93650
C -2.03267 -0.80981 -4.48069
H -2.11156 -0.97638 -3.41999
C -1.00494 1.41748 -4.03097
C -0.39705 1.28176 -2.83795
C 0.05675 0.01141 -2.23510
O 0.30805 -0.98684 -2.88040
N 0.19510 -0.02200 -0.87464
C 0.05794 0.99647 0.05728
C 0.00541 0.67911 1.41048
C -0.05056 1.67853 2.37266
C -0.04354 3.01309 1.97350
C -0.02420 3.33796 0.63381
C 0.02080 2.33679 -0.32973
S 0.08145 2.79015 -2.02761
H -0.03068 4.36770 0.31293
H -0.05436 3.78188 2.72949
C -0.02225 1.36307 3.83322
O 0.58339 2.05437 4.62899
N -0.74015 0.27501 4.19146
H -1.20181 -0.26233 3.47524
C -0.61962 -0.34624 5.48724
H -1.60128 -0.40986 5.96922
C -0.01790 -1.75161 5.34244
N 1.28214 -1.67630 4.71287
C 1.56112 -2.76704 3.80503
C 2.87812 -2.58068 3.04222
C 3.22310 -1.11814 2.74851
C 4.01524 -0.46363 3.87963
H 4.44426 0.47265 3.51580
H 4.84582 -1.11988 4.15441
C 3.17442 -0.15626 5.11531
H 3.83483 0.18667 5.91474
H 2.47739 0.65096 4.89055
C 2.37181 -1.35610 5.62154
H 1.95498 -1.10043 6.59989
H 3.03257 -2.22223 5.76369
H 2.31238 -0.54563 2.57339
H 3.82808 -1.07913 1.83926
H 2.79778 -3.13791 2.10590
H 3.70003 -3.02632 3.60502
H 0.73600 -2.80230 3.08409
H 1.58541 -3.74557 4.32268
H -0.68393 -2.34722 4.71001
H 0.01334 -2.23364 6.33338
H 0.03210 0.29731 6.08051
H 0.05671 -0.36250 1.69654
H 0.47120 -0.92784 -0.51382
H -1.14332 2.43362 -4.38403
H -1.04119 1.57974 -6.66427
H -1.85754 -0.10719 -8.26461
H -2.76147 -2.26038 -7.43767
H -1.92819 -3.28463 -3.28148
H -3.61689 -2.73704 -3.06504
*
```

natural (NBO) atomic charge list, values in e, 6 entries:
1. C -0.25
2. H 0.20
3. O -0.49
4. C 0.30
5. C -0.24
6. C -0.20


[2]
ORCA calculation (the ωB97M-V functional and the def2-TZVPD basis) on a molecular structure, C25H29N3PPt at a distorted geometry.

The geometry in ORCA input format:
```
! wB97M-V def2-TZVPD RIJCOSX def2/J DEFGRID3
* xyz 1 1
Pt 1.48121 -0.66018 0.29573
N 1.62764 -2.17121 -1.37194
C 0.42423 -2.35679 -2.16881
C 0.19025 -3.55775 -2.81826
C -0.96895 -3.71944 -3.56205
C -1.89102 -2.68450 -3.66433
C -1.65712 -1.49155 -3.00014
C -0.49734 -1.31867 -2.24850
P -0.17375 0.13210 -1.22325
C -0.06747 1.59973 -2.28974
C 0.19186 2.83443 -1.68968
C 0.33823 3.97522 -2.46079
C 0.25725 3.89316 -3.84520
C 0.04187 2.66586 -4.45096
C -0.11855 1.52247 -3.67895
C -1.68376 0.27612 -0.22043
C -2.24549 1.50221 0.13231
C -3.29652 1.55248 1.03899
C -3.79577 0.38502 1.59762
C -3.25137 -0.84061 1.23737
C -2.19679 -0.89612 0.34099
H 2.26459 -1.54443 -1.85646
H 2.10686 -3.04985 -1.21118
H 0.90782 -4.36636 -2.74314
H -1.15224 -4.66050 -4.06305
H -2.79092 -2.81332 -4.24977
H -2.38556 -0.69045 -3.04642
H 0.30614 2.90406 -0.61327
H 0.52965 4.92738 -1.98349
H 0.37297 4.78354 -4.44864
H -0.00328 2.59379 -5.52977
H -0.28531 0.57126 -4.16826
H -1.89069 2.41854 -0.31973
H -3.73238 2.50824 1.29937
H -4.61328 0.42813 2.30511
H -3.65241 -1.75594 1.65294
H -1.77148 -1.85707 0.07398
C 1.58550 -0.47783 4.07215
C 0.66809 -1.25043 3.12842
C -0.11083 -2.31569 3.90669
C 1.44797 -1.89252 1.98650
H 1.01216 0.13885 4.76790
H 2.28248 0.16601 3.53810
H 2.17972 -1.17817 4.66354
H -0.08604 -0.56808 2.70329
H 0.54888 -3.13659 4.19540
H -0.92290 -2.72755 3.30424
H -0.54537 -1.89298 4.81484
H 0.98214 -2.80538 1.60143
H 2.46928 -2.11553 2.30538
N 1.23608 1.79168 1.91563
C 1.90419 2.73648 2.59276
C 3.23322 2.61318 2.25441
C 3.28594 1.53398 1.36827
N 2.06620 1.04964 1.15872
H 0.26051 1.54122 1.97253
H 1.39530 3.43163 3.23869
H 4.05556 3.20978 2.60610
H 4.13284 1.10930 0.85683
*
```

natural (NBO) atomic charge list, values in e, 6 entries:
1. Pt 0.61
2. N -0.82
3. C 0.24
4. C -0.26
5. C -0.16
6. C -0.21


Record-wise ΔE to the lowest compared entry with this formula, charge and spin values, in kcal/mol: 33.8; 12.7
Record-wise lowest unoccupied orbital energy values, in eV: -0.1; -2.9
Record-wise frontier orbital gap values, in eV: 7.9; 7.2